# 1
C45H51F3Ge3MnN2O5PS | ωB97M-V/def2-TZVPD

Values from the calculation:
* net charge: +1
* spin multiplicity: 2
* orbital gap (alpha / beta): 7.69 / 7.66 eV

Last column: Löwdin charge in e.
Geometry (Å):
Ge 3.822 -3.085 0.605  1.047
H -4.135 -3.028 0.039  0.023
C -1.854 3.357 -1.911  -0.125
F 1.068 3.885 1.975  0.170
H 6.726 0.921 -2.526  0.118
H -2.135 -0.183 2.995  0.019
C 4.219 -3.676 -1.224  -0.278
H -5.552 -0.611 -0.623  0.009
C -0.843 -3.025 -3.837  -0.148
C -4.323 -1.547 -4.083  -0.074
C -3.287 0.313 -5.209  -0.068
C 4.652 -1.317 0.756  -0.205
H 1.594 -2.100 0.001  0.017
H 1.853 -2.359 -4.809  0.077
C -3.729 -1.146 -2.894  -0.144
C 6.025 -1.156 0.561  -0.054
C 1.750 -1.802 -3.877  -0.189
F -1.019 3.878 1.401  0.177
H 3.401 -6.020 1.127  0.104
C 4.456 -6.546 2.912  -0.075
H 5.646 0.744 -0.228  -0.081
H 5.154 1.153 -4.482  0.121
C -3.661 3.189 -0.329  -0.110
H -4.551 -1.128 -6.174  0.111
C -0.162 -2.219 2.122  -0.609
F -0.394 2.872 3.214  0.175
H -2.119 1.631 -4.000  0.092
C 0.178 1.840 1.177  -0.529
O 1.297 1.304 1.223  -0.017
H 5.780 -6.111 -3.010  0.110
O -0.940 -2.720 2.910  0.068
H -1.218 -2.136 -4.341  0.052
C 4.451 -4.329 1.954  -0.280
H -1.324 5.341 -2.516  0.109
H 0.509 -4.620 -1.585  0.074
C -1.985 4.737 -1.909  -0.068
H 2.137 -3.897 -1.603  -0.002
C -2.959 5.343 -1.126  -0.071
C 5.232 -5.198 -2.810  -0.062
H -4.551 5.041 0.281  0.110
H -1.073 2.898 -2.507  0.063
Ge -2.557 0.635 -1.038  1.167
C -4.096 -0.819 -5.242  -0.067
C -3.056 0.159 2.530  -0.206
H 3.837 1.940 1.316  0.149
C 4.459 1.082 1.086  -0.084
O -0.511 -1.333 1.231  -0.186
H -1.635 -3.449 -3.222  0.061
H -0.524 -3.758 -4.580  0.069
H -3.895 -1.724 -1.992  0.068
P 0.542 -2.576 -2.799  0.627
C 1.864 -2.881 0.732  -0.247
H -4.308 2.593 0.305  0.085
H 7.675 0.213 0.480  0.140
H 1.444 -3.446 2.779  0.121
C 3.835 -2.863 -2.290  -0.183
C 5.681 -4.775 3.984  -0.073
Ge -3.410 -0.771 0.862  0.776
C -0.048 3.153 1.953  -0.541
H 6.314 -4.426 4.789  0.108
H -5.550 0.692 0.573  0.009
H 1.535 -4.760 -3.034  0.082
H -3.056 6.421 -1.122  0.109
H 6.287 2.201 0.970  0.163
C 5.271 -3.892 2.994  -0.100
H 3.330 0.896 -0.118  0.050
H 5.235 -5.489 -0.685  0.098
H 1.407 -3.800 0.360  0.078
C 2.922 1.030 -2.121  -0.711
H 1.852 -1.743 2.597  0.118
C -3.799 4.570 -0.339  -0.072
C 4.922 -4.847 -1.501  -0.080
H -3.897 -0.034 3.197  0.035
C 5.657 0.947 -2.387  0.022
N 3.458 1.088 -3.349  0.082
H 5.083 -4.653 -4.879  0.111
C 4.045 -5.663 1.924  -0.116
C 4.774 1.071 -3.469  -0.080
H 3.284 -1.948 -2.092  0.081
H 2.815 -0.277 1.174  0.082
H 5.592 -6.789 4.715  0.108
C 4.141 -3.211 -3.600  -0.093
H -5.939 -0.956 1.064  0.030
H 5.589 -2.856 3.031  0.096
C 6.608 0.103 0.628  -0.089
O 0.147 -1.671 -1.660  -0.448
C 1.322 -2.580 2.131  -0.138
H 3.835 -2.575 -4.423  0.097
H -3.120 0.884 -6.113  0.110
C 5.827 1.223 0.896  -0.098
C -2.719 0.730 -4.016  -0.093
C -2.933 0.001 -2.844  -0.321
C 1.252 -4.113 -2.202  -0.150
O -0.791 1.360 0.547  -0.133
H 1.424 -0.782 -4.084  0.053
H -2.989 -3.197 1.400  0.023
C -5.303 -0.357 0.408  -0.247
H -2.995 1.227 2.322  0.017
C 3.882 -0.183 1.011  -0.111
H 4.137 -7.580 2.883  0.108
C 5.273 -6.101 3.943  -0.074
H -2.372 -2.841 -0.218  0.010
H 6.645 -2.020 0.345  0.126
H -4.953 -2.427 -4.107  0.111
S 1.258 1.183 -1.835  0.801
C -3.199 -2.672 0.469  -0.222
H 2.716 -1.764 -3.373  -0.026
C 4.841 -4.381 -3.860  -0.056
Mn 0.536 -0.350 -0.068  0.542
C 5.091 0.857 -1.151  -0.089
C -2.699 2.572 -1.126  -0.327
N 3.754 0.908 -1.044  0.080


# 2
C2H4N2OS | ωB97M-V/def2-TZVPD

Values from the calculation:
* spin multiplicity: 1
* orbital gap: 10.60 eV

Last column: Löwdin charge in e.
Geometry (Å):
S -1.814 0.007 -0.434  0.823
N 1.552 -1.431 0.914  0.120
C 0.627 1.088 -0.480  -0.328
C 0.331 -1.127 0.697  -0.315
O 1.779 1.313 -0.185  0.052
H -0.480 -1.737 1.065  0.087
H 2.132 -0.778 0.373  0.040
H -2.339 0.569 0.672  -0.122
H -0.019 1.780 -1.060  0.110
N -0.157 -0.027 -0.046  -0.466


# 3
C5H6O2S | ωB97M-V/def2-TZVPD

Values from the calculation:
* spin multiplicity: 1
* orbital gap: 8.99 eV

Last column: Löwdin charge in e.
Geometry (Å):
C -0.359 0.494 -0.620  -0.608
C 0.320 1.764 0.012  -0.224
H 1.407 -2.055 0.102  0.081
H -0.725 -1.762 0.061  0.122
C -1.761 0.130 -0.193  -0.017
C 1.378 -0.945 0.287  -0.462
H -2.201 1.055 0.504  0.186
S 0.897 -0.414 -1.522  0.881
H 1.144 2.140 -0.636  0.120
H -2.372 -0.597 -0.840  0.145
O 0.464 -0.486 1.148  -0.094
O -0.131 2.169 1.065  0.054
C -0.647 -0.739 0.332  -0.332
H 2.586 -0.752 0.299  0.146


# 4
C4H12 | ωB97M-V/def2-TZVPD

Values from the calculation:
* net charge: +1
* spin multiplicity: 2
* orbital gap (alpha / beta): 13.77 / 5.50 eV

Last column: Löwdin charge in e.
Geometry (Å):
H 0.134 1.432 0.284  0.119
H 1.222 2.035 -2.234  0.096
H -1.545 -1.893 -0.509  0.111
H -0.426 -2.621 0.643  0.117
H -1.120 -1.245 2.432  0.095
H -2.600 -1.000 1.401  0.119
C 1.679 1.640 -1.321  -0.073
H -0.046 0.438 -1.083  0.149
H -0.026 -1.048 -0.112  0.096
H 1.847 2.600 -0.777  0.138
C 0.771 0.864 -0.416  -0.108
H 2.564 1.112 -1.668  0.097
H -1.388 0.187 1.447  0.100
C -0.887 -1.666 0.346  -0.068
H 1.326 0.081 0.090  0.095
C -1.505 -0.916 1.475  -0.083